one:
C4H7Cl | wB97M-V/def2-TZVPD

Structure (XYZ):
```
12
Properties=species:S:1:pos:R:3
C -0.978 -0.009 -1.171
C 0.413 -0.217 -0.827
C 1.044 -1.224 -1.752
C 0.607 0.125 0.488
Cl -0.452 0.751 1.647
H -1.494 0.444 -2.214
H -1.358 -1.180 -0.856
H -1.319 0.479 -0.246
H 1.893 -1.702 -1.231
H 0.334 -1.998 -1.886
H 1.322 -0.880 -2.781
H 1.789 0.027 0.794
```

The structure (SMILES) is CC(C)=CCl. As for the net charge: 0. Its spin multiplicity is 1. The calculation puts the orbital gap at 9.69 eV.

Atom charges from the Mulliken analysis, given in e for atoms 1 to 2: -0.98 0.62



two:
C4H7Cl | wB97M-V/def2-TZVPD

Structure (XYZ):
```
12
Properties=species:S:1:pos:R:3
Cl 2.216 -0.693 0.010
C 1.202 0.861 -0.012
C -0.246 0.471 -0.221
C -0.813 -0.849 -0.653
C -0.738 -0.638 0.820
H 1.546 1.401 -1.051
H 1.357 1.671 0.693
H -0.702 1.373 -0.068
H -2.009 -0.822 -0.877
H -0.298 -1.635 -1.120
H 0.122 -1.071 1.317
H -1.636 -0.068 1.161
```

The structure (SMILES) is ClCC1CC1. As for the net charge: 0. Its spin multiplicity is 1. The calculation puts the orbital gap at 10.38 eV.

Atom charges from the Mulliken analysis, given in e for atoms 1 to 2: -0.23 -0.50



three:
C4H7Cl | wB97M-V/def2-TZVPD

Structure (XYZ):
```
12
Properties=species:S:1:pos:R:3
C 0.647 1.782 0.170
C 0.634 0.474 0.366
C -0.448 -0.475 0.598
C -0.372 -1.159 -0.805
Cl -2.022 0.218 0.867
H -0.269 2.346 0.128
H 1.712 2.287 0.186
H 1.608 -0.147 0.359
H -0.327 -1.414 1.296
H -0.620 -0.333 -1.466
H 0.531 -1.600 -0.945
H -1.075 -1.978 -0.753
```

The structure (SMILES) is C=C[C@H](C)Cl. As for the net charge: 0. Its spin multiplicity is 1. The calculation puts the orbital gap at 10.51 eV.

Atom charges from the Mulliken analysis, given in e for atoms 1 to 2: -0.59 -0.32



Which of them is most stable, and which least? Most stable: three; least stable: one.



one:
C2H2N2O2S | wB97M-V/def2-TZVPD

Structure (XYZ):
```
9
Properties=species:S:1:pos:R:3
C -2.421 0.362 -0.068
C 0.670 -0.045 -0.376
N -3.498 0.542 0.252
N 0.821 0.602 0.832
O 0.632 1.807 0.820
O 1.224 -0.050 1.789
S 1.195 -1.657 -0.384
H 0.201 0.355 -1.174
H 1.176 -1.917 -1.692
```

As for the net charge: 0. Its spin multiplicity is 1. The calculation puts the orbital gap (alpha / beta) at 8.98 / 5.13 eV.

Atom charges from the Mulliken analysis, given in e for atoms 1 to 2: 0.05 -0.32



two:
C2H2N2O2S | wB97M-V/def2-TZVPD

Structure (XYZ):
```
9
Properties=species:S:1:pos:R:3
O 2.245 1.430 1.349
C 1.137 1.354 0.867
C 0.981 0.253 0.026
N 1.701 -0.581 -0.321
O 2.231 -1.502 -0.768
H 0.444 2.098 1.152
N -2.861 -1.406 -0.591
S -2.050 -0.104 -0.686
H -3.828 -1.542 -1.028
```

The structure (SMILES) is O=CC#[N+][O-].N=S. As for the net charge: 0. Its spin multiplicity is 1. The calculation puts the orbital gap (alpha / beta) at 7.32 / 7.32 eV.

Atom charges from the Mulliken analysis, given in e for atoms 1 to 2: -0.45 -0.05



Which of them is most stable, and which least? Most stable: two; least stable: one.



one:
C36H36BCl5F4N7O2Re | wB97M-V/def2-TZVPD

Structure (XYZ):
```
92
Properties=species:S:1:pos:R:3
Re -0.611 -0.583 -0.229
C -1.499 6.461 1.448
C -1.939 5.118 2.037
C -3.396 4.839 1.617
C -1.859 5.196 3.569
C -1.134 3.953 1.510
C -0.594 3.860 0.223
C -0.104 2.653 -0.251
N -0.099 1.532 0.470
C -0.461 1.652 1.757
C -0.966 2.817 2.300
C -0.402 0.440 2.567
C 0.031 0.470 3.878
C 0.068 -0.703 4.627
C -0.514 -1.823 4.020
C -0.892 -1.782 2.691
N -0.751 -0.693 1.935
C 0.834 -0.725 5.931
C 2.314 -0.838 5.512
C 0.629 0.570 6.732
C 0.476 -1.922 6.812
H -2.078 7.261 1.904
H -1.679 6.498 0.379
H -0.445 6.648 1.642
H -4.045 5.583 2.071
H -3.724 3.851 1.933
H -3.502 4.892 0.536
H -2.274 6.141 3.910
H -0.828 5.137 3.912
H -2.441 4.408 4.040
H -0.596 4.702 -0.449
H 0.287 2.587 -1.257
H -1.301 2.796 3.323
H 0.397 1.400 4.283
H -0.639 -2.749 4.554
H -1.293 -2.658 2.202
H 2.582 -0.064 4.796
H 2.504 -1.806 5.055
H 2.958 -0.736 6.381
H 1.085 1.431 6.251
H 1.088 0.468 7.712
H -0.430 0.773 6.868
H 0.631 -2.864 6.290
H -0.559 -1.865 7.140
H 1.112 -1.929 7.696
O -2.721 -2.007 -2.502
C -2.836 -2.334 -1.340
O -1.998 -2.149 -0.396
H -3.727 -2.899 -0.997
Cl 2.500 0.480 -0.662
C 2.454 -1.144 -0.112
C 1.196 -1.764 0.001
C 1.272 -3.130 0.353
Cl -0.148 -4.092 0.468
C 2.475 -3.799 0.594
Cl 2.489 -5.463 0.992
C 3.688 -3.112 0.520
Cl 5.160 -3.910 0.836
C 3.669 -1.762 0.166
Cl 5.132 -0.879 0.116
F -2.452 0.587 -0.425
B -3.526 1.607 -0.826
F -4.302 0.991 -1.732
F -4.141 1.936 0.332
F -2.797 2.648 -1.346
C -0.036 -2.855 -2.968
C -0.400 -1.446 -3.232
N -0.445 -0.448 -2.338
C -0.785 0.683 -3.030
C -0.920 0.375 -4.344
N -0.662 -0.967 -4.462
C -0.902 -1.723 -5.672
N 0.166 -2.598 -6.032
N 0.012 -3.931 -5.982
N 1.045 -4.511 -6.396
C 1.983 -3.590 -6.754
C 3.274 -3.711 -7.262
C 3.960 -2.542 -7.501
C 3.391 -1.283 -7.258
C 2.110 -1.141 -6.772
C 1.415 -2.314 -6.519
H -0.163 -3.090 -1.915
H 1.006 -3.043 -3.231
H -0.677 -3.517 -3.548
H -0.972 1.628 -2.561
H -1.166 0.997 -5.179
H -1.076 -0.991 -6.469
H -1.795 -2.347 -5.541
H 3.699 -4.681 -7.454
H 4.961 -2.584 -7.899
H 3.981 -0.400 -7.450
H 1.669 -0.172 -6.599
```

As for the expectation value of S²: 3.780. As for the net charge: +1. Its spin multiplicity is 4. The calculation puts the orbital gap (alpha / beta) at 7.76 / 6.45 eV.

Atom charges from the Mulliken analysis, given in e for atoms 1 to 2: 2.38 -1.90



two:
C36H36BCl5F4N7O2Re | wB97M-V/def2-TZVPD

Structure (XYZ):
```
92
Properties=species:S:1:pos:R:3
Re 0.600 0.642 -1.018
C 0.495 -2.350 5.557
C 0.642 -0.875 5.180
C 2.091 -0.419 5.432
C -0.313 -0.044 6.046
C 0.385 -0.663 3.699
C 0.744 -1.610 2.747
C 0.630 -1.322 1.405
N 0.158 -0.155 0.942
C -0.213 0.768 1.853
C -0.116 0.542 3.209
C -0.592 2.090 1.312
C -1.247 3.054 2.043
C -1.446 4.332 1.517
C -0.924 4.572 0.251
C -0.293 3.560 -0.446
N -0.166 2.324 0.050
C -2.213 5.382 2.304
C -3.707 5.030 2.202
C -1.783 5.367 3.779
C -1.983 6.784 1.741
H 0.646 -2.461 6.631
H 1.237 -2.982 5.066
H -0.501 -2.730 5.317
H 2.323 -0.507 6.494
H 2.236 0.620 5.131
H 2.799 -1.031 4.871
H -0.183 -0.318 7.093
H -1.358 -0.224 5.783
H -0.111 1.025 5.972
H 1.156 -2.568 3.031
H 0.952 -2.035 0.665
H -0.376 1.338 3.887
H -1.604 2.806 3.030
H -0.998 5.543 -0.215
H 0.144 3.721 -1.417
H -3.905 4.022 2.572
H -4.058 5.093 1.171
H -4.288 5.731 2.804
H -2.091 4.456 4.292
H -2.258 6.199 4.299
H -0.702 5.481 3.883
H -2.347 6.885 0.717
H -0.928 7.063 1.769
H -2.536 7.503 2.346
O 2.995 0.872 -3.497
C 2.434 1.853 -3.099
O 1.330 1.856 -2.336
H 2.772 2.881 -3.282
Cl -1.105 -2.381 -0.861
C -1.943 -1.067 -1.615
C -1.291 0.152 -1.887
C -2.053 1.032 -2.681
Cl -1.327 2.443 -3.371
C -3.381 0.802 -3.042
Cl -4.260 1.945 -3.971
C -4.005 -0.379 -2.654
Cl -5.642 -0.669 -3.057
C -3.267 -1.337 -1.966
Cl -4.007 -2.832 -1.567
F 2.320 1.065 0.071
B 3.638 0.873 1.014
F 4.656 0.905 0.126
F 3.530 1.909 1.886
F 3.393 -0.365 1.577
C 0.591 -0.995 -4.186
C 1.532 -1.426 -3.123
N 1.607 -0.974 -1.872
C 2.686 -1.602 -1.264
C 3.223 -2.468 -2.145
N 2.482 -2.354 -3.305
C 2.741 -3.086 -4.539
N 1.593 -3.821 -4.957
N 0.950 -3.485 -6.108
N -0.061 -4.239 -6.256
C -0.131 -5.114 -5.188
C -1.055 -6.120 -4.893
C -0.857 -6.825 -3.729
C 0.228 -6.544 -2.872
C 1.145 -5.556 -3.149
C 0.939 -4.850 -4.337
H 0.241 0.016 -3.994
H -0.268 -1.668 -4.245
H 1.087 -1.008 -5.156
H 3.007 -1.363 -0.263
H 4.058 -3.143 -2.064
H 3.578 -3.750 -4.336
H 3.006 -2.403 -5.342
H -1.882 -6.327 -5.558
H -1.544 -7.615 -3.457
H 0.341 -7.130 -1.968
H 1.973 -5.349 -2.481
```

As for the expectation value of S²: 3.777. As for the net charge: +1. Its spin multiplicity is 4. The calculation puts the orbital gap (alpha / beta) at 7.87 / 6.89 eV.

Atom charges from the Mulliken analysis, given in e for atoms 1 to 2: 1.31 -1.80



Which of them is most stable, and which least? Most stable: two; least stable: one.



one:
C4H4N2S | wB97M-V/def2-TZVPD

Structure (XYZ):
```
11
Properties=species:S:1:pos:R:3
C 0.171 -2.107 -0.408
C -0.609 -1.225 0.018
C -1.437 -0.307 0.693
N -1.158 0.950 0.678
N -0.010 1.340 0.094
C 1.140 0.885 -0.183
S 2.194 1.718 -1.114
H 0.897 -2.829 -0.657
H -2.418 -0.680 0.984
H -0.175 2.354 -0.112
H 1.405 -0.100 0.006
```

The structure (SMILES) is C#C/C=N\NC=S. As for the net charge: 0. Its spin multiplicity is 1. The calculation puts the orbital gap at 7.78 eV.

Atom charges from the Mulliken analysis, given in e for atoms 1 to 2: 0.00 -0.27



two:
C4H4N2S | wB97M-V/def2-TZVPD

Structure (XYZ):
```
11
Properties=species:S:1:pos:R:3
C 1.690 -0.364 -0.627
C 0.668 -1.238 -0.746
C 0.323 -2.081 0.287
N -0.064 -2.880 1.012
H 1.868 0.336 -1.549
H 2.374 -0.452 0.146
H -0.022 -1.271 -1.561
N -3.966 0.472 1.128
C -3.156 0.570 0.196
S -2.177 0.538 -1.018
H -3.797 0.228 2.097
```

The structure (SMILES) is C=CC#N.N=C=S. As for the net charge: 0. Its spin multiplicity is 1. The calculation puts the orbital gap at 10.03 eV.

Atom charges from the Mulliken analysis, given in e for atoms 1 to 2: -0.59 -0.34



Which of them is most stable, and which least? Most stable: two; least stable: one.



one:
C4H4N2S | wB97M-V/def2-TZVPD

Structure (XYZ):
```
11
Properties=species:S:1:pos:R:3
N 2.831 -1.744 0.243
C 1.682 -1.611 0.156
C 0.225 -1.280 0.011
C -0.082 -0.299 -1.164
C -0.688 0.596 -0.104
S -1.487 2.002 0.016
N -0.298 -0.211 0.893
H -0.437 -2.190 0.078
H -0.854 -0.645 -1.895
H 0.809 0.061 -1.696
H -0.280 -0.004 1.902
```

The structure (SMILES) is N#C[C@@H]1CC(=S)N1. As for the net charge: 0. Its spin multiplicity is 1. The calculation puts the orbital gap at 9.35 eV.

Atom charges from the Mulliken analysis, given in e for atoms 1 to 2: -0.39 0.03



two:
C4H4N2S | wB97M-V/def2-TZVPD

Structure (XYZ):
```
11
Properties=species:S:1:pos:R:3
C 0.082 -1.473 0.022
N 1.125 -0.831 -0.306
C 1.499 0.405 -0.113
C 0.449 1.352 -0.055
N -0.812 1.110 0.099
C -1.824 0.454 0.099
S -3.106 -0.409 0.236
H -0.447 -1.328 0.972
H -0.246 -2.293 -0.702
H 2.541 0.669 -0.213
H 0.740 2.344 -0.040
```

The structure (SMILES) is C=N/C=C\N=C=S. As for the net charge: 0. Its spin multiplicity is 1. The calculation puts the orbital gap (alpha / beta) at 7.62 / 7.62 eV.

Atom charges from the Mulliken analysis, given in e for atoms 1 to 2: -0.52 -0.32



three:
C4H4N2S | wB97M-V/def2-TZVPD

Structure (XYZ):
```
11
Properties=species:S:1:pos:R:3
C 0.912 0.009 -1.940
C 0.438 0.187 -0.726
N -0.200 0.256 0.289
C -0.961 -0.206 1.203
C -2.372 -0.149 1.295
N -3.185 0.261 0.375
S -3.090 0.814 -1.128
H 0.314 0.277 -2.710
H 1.779 -0.657 -2.024
H -0.257 -0.698 1.983
H -2.716 -0.586 2.326
```

The structure (SMILES) is C=C=N/C=C\N=S. As for the net charge: 0. Its spin multiplicity is 1. The calculation puts the orbital gap (alpha / beta) at 6.09 / 6.03 eV.

Atom charges from the Mulliken analysis, given in e for atoms 1 to 2: -0.96 0.66



Which of them is most stable, and which least? Most stable: one; least stable: three.